C10H13N2O3 | ωB97M-V/def2-TZVPD

The relative energy (zero: lowest compared OMol25 entry of this formula, charge and spin) comes out at 2.326 eV. For the total energy, the calculation gives -723.7143 hartree. The frontier orbital gap comes out at 8.723 eV. The net charge is +1. The spin multiplicity is 1.

Cartesian coordinates (Å):
N 0.285 1.671 1.086
H -1.901 0.894 -3.158
N 0.472 -0.056 0.524
H 2.709 1.884 -0.994
C -1.773 0.102 -2.420
O 1.668 -0.257 2.529
C -2.291 -1.989 -1.238
C 0.624 -0.778 1.868
C -2.534 -1.053 -2.253
C 1.735 0.124 -0.331
C 2.297 1.591 0.013
H 1.427 -0.289 3.483
O -0.451 -0.817 2.738
C -0.753 0.365 -1.517
H -1.382 -2.159 0.746
H -3.371 -1.096 -2.991
H 3.206 1.523 0.680
H 0.914 -1.788 1.444
O 1.055 3.609 0.563
H 1.415 0.042 -1.350
H -0.744 1.747 1.264
C 1.190 2.397 0.504
C -0.627 -0.399 -0.352
H -2.749 -2.998 -1.233
H -1.253 -1.214 2.351
C -1.387 -1.539 -0.162
H 2.297 -0.751 -0.188
H -0.078 1.237 -1.607

=====

C3H8NS | ωB97M-V/def2-TZVPD

The relative energy (zero: lowest compared OMol25 entry of this formula, charge and spin) comes out at 1.410 eV. For the total energy, the calculation gives -571.6231 hartree. The frontier orbital gap (spin up / spin down) comes out at 8.070 / 7.419 eV. The net charge is +1. The spin multiplicity is 3.

Cartesian coordinates (Å):
H 3.295 -0.305 0.180
H -2.935 1.540 0.208
C 0.744 -1.061 0.289
H -0.826 0.393 1.370
C -1.194 0.254 0.375
N -2.322 0.863 -0.077
S 2.422 0.671 0.075
H 2.534 1.270 -1.149
H 0.664 -0.806 1.324
H -2.679 0.418 -0.919
H -0.566 -0.759 -1.381
C -0.396 -0.584 -0.363
H 1.259 -1.894 0.068

=====

C27H36N7RhS | ωB97M-V/def2-TZVPD

For the total energy, the calculation gives -1941.9404 hartree. The frontier orbital gap (spin up / spin down) comes out at 7.306 / 5.784 eV. The net charge is +2. The spin multiplicity is 5.

Cartesian coordinates (Å):
H -2.996 3.600 -0.808
C 2.354 0.258 1.906
C -0.288 -3.857 0.796
N -1.113 4.531 -0.520
H -2.737 4.401 0.748
H -0.627 6.316 -1.516
C -4.730 -0.088 1.450
H -1.208 -4.222 -1.152
C 1.399 5.850 -0.053
H -5.747 -0.146 1.804
C 3.082 0.238 -0.297
C -1.228 0.114 2.827
H -5.223 -0.129 -0.635
H 0.590 6.032 0.649
C -3.682 -0.034 2.392
H 1.473 6.682 -0.754
C -2.346 0.036 1.910
C 1.239 0.306 2.832
H -1.932 -5.094 0.184
N 0.095 -2.439 0.680
H -1.947 2.851 0.424
C -0.671 -4.024 2.265
C 4.733 0.184 1.413
H 0.839 0.515 4.946
H 0.963 -2.279 1.184
C 2.902 0.293 4.630
H 0.167 -3.774 2.909
H 2.331 5.809 0.509
C 3.698 0.217 2.371
C -1.489 -4.145 -0.102
H -2.240 -3.366 0.019
S 0.025 2.285 -1.292
H 3.086 3.708 -0.388
H -3.024 -0.152 5.707
C 4.428 0.215 0.076
H 5.755 0.130 1.752
Rh -0.030 0.433 0.085
H -4.937 -0.136 4.140
H -1.628 6.520 -0.054
C 2.447 4.003 -1.225
H -0.781 -0.037 4.936
N 0.000 0.287 2.267
C 0.905 -4.755 0.451
H 1.268 -4.561 -0.558
N 2.101 0.247 0.583
H -1.496 -3.361 2.503
C -1.430 5.890 -0.922
C 3.955 0.209 3.757
N -2.107 -0.003 0.583
H 5.198 0.212 -0.678
H -0.962 -5.046 2.476
C 0.058 3.937 -0.787
H 2.244 3.132 -1.842
N 0.153 -1.824 -0.588
H -0.682 -2.102 -1.110
H 0.625 -5.803 0.511
C 1.582 0.372 4.186
H 2.982 4.739 -1.823
C -2.857 -0.087 4.643
H 4.975 0.168 4.106
H 1.720 -4.590 1.155
C -1.546 -0.002 4.185
H 2.799 0.237 -1.343
C -3.102 -0.062 -0.283
C -2.260 3.796 -0.024
H 3.083 0.314 5.694
C -3.922 -0.078 3.780
H -2.333 5.863 -1.535
N 1.219 4.588 -0.740
H -2.837 -0.100 -1.334
C -4.443 -0.089 0.108
H 0.975 -2.098 -1.142

=====

C2H18O8 | ωB97M-V/def2-TZVPD

The relative energy (zero: lowest compared OMol25 entry of this formula, charge and spin) comes out at 0.909 eV. For the total energy, the calculation gives -688.8633 hartree. The frontier orbital gap comes out at 8.404 eV. The net charge is 0. The spin multiplicity is 1. Its SMILES is OCCO.O.O.O.O.O.O.

Cartesian coordinates (Å):
H -11.758 -14.977 0.542
H -8.737 -13.343 3.428
O -10.949 -10.687 2.830
C -9.852 -15.009 0.655
H -13.005 -14.443 5.958
O -11.140 -14.973 1.277
O -10.762 -11.046 5.303
H -7.973 -15.958 1.000
C -8.897 -15.810 1.559
H -9.720 -15.468 -0.324
O -12.370 -14.839 5.362
H -11.552 -13.544 7.585
H -8.835 -15.674 3.458
H -11.050 -11.639 2.856
H -9.445 -14.001 0.571
H -10.066 -11.519 4.846
H -7.892 -12.154 3.836
H -12.611 -15.765 5.334
O -8.795 -12.473 3.824
H -11.475 -13.888 2.652
H -9.260 -16.786 1.882
O -8.443 -15.167 2.743
H -10.975 -13.903 6.232
O -11.701 -13.287 3.362
O -10.909 -13.258 6.936
H -10.521 -10.515 1.991
H -12.069 -13.849 4.044
H -11.146 -11.695 5.893

=====

C5H10O | ωB97M-V/def2-TZVPD

The relative energy (zero: lowest compared OMol25 entry of this formula, charge and spin) comes out at 1.223 eV. For the total energy, the calculation gives -271.7077 hartree. The frontier orbital gap comes out at 10.306 eV. The net charge is 0. The spin multiplicity is 1. Its SMILES is C=C=O.CCC.

Cartesian coordinates (Å):
H 0.261 0.156 0.479
C -1.344 -0.831 -0.552
C -0.555 0.427 -0.199
H -2.250 1.794 -0.135
H -0.812 2.388 0.715
H -1.739 -1.305 0.354
H -0.715 -1.568 -1.063
C 2.154 -1.329 -0.219
C -1.402 1.492 0.490
H -2.190 -0.597 -1.208
H -1.801 1.110 1.437
O 1.661 -2.222 -0.785
H 3.687 -0.640 0.911
C 2.751 -0.369 0.447
H -0.095 0.845 -1.105
H 2.390 0.649 0.434

=====

C34H57N3O2SeSiV | ωB97M-V/def2-TZVPD

The relative energy (zero: lowest compared OMol25 entry of this formula, charge and spin) comes out at 1.949 eV. For the total energy, the calculation gives -5279.1889 hartree. The frontier orbital gap (spin up / spin down) comes out at 7.671 / 8.267 eV. The net charge is +1. The spin multiplicity is 3.

Cartesian coordinates (Å):
H 1.650 3.659 -0.547
H -2.105 0.541 -0.447
H 3.109 2.579 3.899
H 0.828 -0.798 4.307
O -1.559 -2.165 -4.455
C -2.820 0.894 3.647
C -0.308 -2.326 2.500
C 1.610 1.794 -3.432
H -3.131 1.988 -0.435
C 3.704 1.104 0.040
V 0.088 0.366 1.172
C -3.101 0.921 -0.168
O 0.861 -2.232 -0.636
C 2.833 3.026 2.932
C 2.684 0.311 2.242
C 4.893 -1.279 2.735
H -0.047 -3.713 0.456
C 0.376 0.570 -0.965
H 3.094 2.010 0.131
H 2.569 -1.426 -1.554
C 3.896 -1.156 3.699
H -0.431 -1.377 -7.495
C 3.720 0.267 1.285
H 3.343 0.535 -0.827
N -1.184 1.513 1.918
H -6.003 -0.268 3.270
C -0.167 -3.254 -0.528
C -5.018 0.101 2.997
N -0.149 -1.237 2.000
C 1.552 2.478 2.387
H 4.728 1.415 -0.208
H 2.110 -0.527 5.496
C 1.720 -0.199 4.525
C -2.024 3.819 1.984
H 0.064 -1.051 -5.091
H 2.536 1.395 -2.997
H 1.037 4.534 -1.948
H -5.411 0.033 0.863
H -1.344 2.893 -3.762
H -3.346 -1.080 -4.512
C 0.784 3.753 -1.214
C -0.886 2.844 2.025
C -2.760 -1.724 -3.831
H 3.674 2.874 2.240
H -2.603 3.818 2.921
H 5.586 -0.650 0.780
H 3.966 -1.665 4.658
C -1.014 -1.926 -6.756
Se -0.527 -3.974 2.990
C -2.497 1.021 2.283
C -3.565 -2.955 -3.466
H -2.049 -1.984 -7.106
H -2.106 2.700 -2.181
H -4.552 -2.691 -3.083
C -0.977 -1.256 -5.394
C -4.691 0.254 1.651
H -0.049 4.142 -0.616
C 4.799 -0.579 1.532
H 3.927 -3.615 -1.347
H -2.518 -1.130 -2.928
H -1.527 -0.295 -5.411
H -3.842 0.411 -0.797
H -0.633 -2.948 -6.688
H 5.760 -1.915 2.918
H -3.048 -3.545 -2.708
H -0.334 -0.147 -1.411
H -0.889 0.686 4.618
H -0.332 -3.885 -2.604
H 2.565 -4.348 -0.534
H 1.229 1.053 -4.148
C -3.429 0.708 1.275
C 0.420 3.282 2.225
H -2.237 1.022 5.705
H -1.117 -2.729 -0.517
H 1.822 -2.793 -2.413
C 3.051 -3.390 -0.725
H 1.392 0.158 -1.075
N 1.530 1.168 2.020
H 2.721 4.103 3.088
H 0.740 -1.335 -0.105
C -4.082 0.416 3.982
H 1.412 0.849 4.639
H -1.572 2.323 4.703
H -2.718 3.614 1.156
H -4.302 0.303 5.040
H -1.623 4.829 1.838
C 2.777 -0.362 3.469
H -0.892 -5.022 -1.364
C -0.117 -4.289 -1.610
C -1.370 2.262 -2.865
H -3.702 -3.593 -4.342
H -1.731 1.271 -3.167
H 0.562 4.356 2.349
H 3.371 -2.972 0.229
C -1.827 1.252 4.714
H 1.861 2.710 -3.982
H 0.822 -4.844 -1.620
Si 0.339 2.148 -2.081
C 2.150 -2.429 -1.439

=====

C9H11N3O5S | ωB97M-V/def2-TZVPD

The relative energy (zero: lowest compared OMol25 entry of this formula, charge and spin) comes out at 0.012 eV. For the total energy, the calculation gives -1288.2479 hartree. The frontier orbital gap comes out at 8.747 eV. The net charge is 0. The spin multiplicity is 1. Its SMILES is CCOC(=O)CC(=O)CSc1n[nH]c(=O)[nH]c1=O.

Cartesian coordinates (Å):
H -1.949 2.435 1.194
H -1.878 -1.485 -1.270
C -1.397 1.497 1.255
H -4.155 -2.536 -1.192
H -4.235 -0.785 -0.968
H 5.409 -0.352 0.286
C 2.628 0.965 -0.398
S 2.079 2.583 -0.749
O -2.002 -0.678 0.617
O 0.559 -0.206 -0.779
C 1.731 -0.207 -0.474
H -4.402 -1.864 0.426
C -2.390 -1.685 -0.324
N 4.416 -0.349 0.085
C 0.073 1.749 0.991
C 0.319 2.545 -0.265
O 0.944 1.333 1.708
O 4.242 -2.600 0.355
N 3.885 0.855 -0.138
N 2.385 -1.380 -0.169
C -3.897 -1.719 -0.526
C 3.733 -1.536 0.119
H -2.029 -2.621 0.108
H -1.514 1.028 2.231
H 0.060 3.592 -0.096
H -0.298 2.158 -1.078
H 1.829 -2.230 -0.179
C -1.926 0.561 0.168
O -2.222 0.932 -0.936

=====

Cl3H5Si3 | ωB97M-V/def2-TZVPD

The relative energy (zero: lowest compared OMol25 entry of this formula, charge and spin) comes out at 1.851 eV. For the total energy, the calculation gives -2252.1000 hartree. The frontier orbital gap comes out at 8.042 eV. The net charge is 0. The spin multiplicity is 1.

Cartesian coordinates (Å):
Cl -1.421 -1.288 -0.683
H 2.054 -1.173 -1.870
Si -3.078 -2.115 0.248
H 0.266 1.442 -0.604
Si 1.084 0.838 0.448
Si 2.346 -0.885 -0.463
H -3.876 -2.413 -0.976
Cl 4.332 -0.459 -0.443
Cl 2.098 -2.664 0.485
H 1.925 1.911 0.986
H 0.196 0.389 1.520

=====

spin multiplicity of number 4 (C2H18O8)? 1

=====

Repeat the eighth record exactly.
Cl3H5Si3 | ωB97M-V/def2-TZVPD

The relative energy (zero: lowest compared OMol25 entry of this formula, charge and spin) comes out at 1.851 eV. For the total energy, the calculation gives -2252.1000 hartree. The frontier orbital gap comes out at 8.042 eV. The net charge is 0. The spin multiplicity is 1.

Cartesian coordinates (Å):
Cl -1.421 -1.288 -0.683
H 2.054 -1.173 -1.870
Si -3.078 -2.115 0.248
H 0.266 1.442 -0.604
Si 1.084 0.838 0.448
Si 2.346 -0.885 -0.463
H -3.876 -2.413 -0.976
Cl 4.332 -0.459 -0.443
Cl 2.098 -2.664 0.485
H 1.925 1.911 0.986
H 0.196 0.389 1.520

=====

Copy entry 3 word for word.
C27H36N7RhS | ωB97M-V/def2-TZVPD

For the total energy, the calculation gives -1941.9404 hartree. The frontier orbital gap (spin up / spin down) comes out at 7.306 / 5.784 eV. The net charge is +2. The spin multiplicity is 5.

Cartesian coordinates (Å):
H -2.996 3.600 -0.808
C 2.354 0.258 1.906
C -0.288 -3.857 0.796
N -1.113 4.531 -0.520
H -2.737 4.401 0.748
H -0.627 6.316 -1.516
C -4.730 -0.088 1.450
H -1.208 -4.222 -1.152
C 1.399 5.850 -0.053
H -5.747 -0.146 1.804
C 3.082 0.238 -0.297
C -1.228 0.114 2.827
H -5.223 -0.129 -0.635
H 0.590 6.032 0.649
C -3.682 -0.034 2.392
H 1.473 6.682 -0.754
C -2.346 0.036 1.910
C 1.239 0.306 2.832
H -1.932 -5.094 0.184
N 0.095 -2.439 0.680
H -1.947 2.851 0.424
C -0.671 -4.024 2.265
C 4.733 0.184 1.413
H 0.839 0.515 4.946
H 0.963 -2.279 1.184
C 2.902 0.293 4.630
H 0.167 -3.774 2.909
H 2.331 5.809 0.509
C 3.698 0.217 2.371
C -1.489 -4.145 -0.102
H -2.240 -3.366 0.019
S 0.025 2.285 -1.292
H 3.086 3.708 -0.388
H -3.024 -0.152 5.707
C 4.428 0.215 0.076
H 5.755 0.130 1.752
Rh -0.030 0.433 0.085
H -4.937 -0.136 4.140
H -1.628 6.520 -0.054
C 2.447 4.003 -1.225
H -0.781 -0.037 4.936
N 0.000 0.287 2.267
C 0.905 -4.755 0.451
H 1.268 -4.561 -0.558
N 2.101 0.247 0.583
H -1.496 -3.361 2.503
C -1.430 5.890 -0.922
C 3.955 0.209 3.757
N -2.107 -0.003 0.583
H 5.198 0.212 -0.678
H -0.962 -5.046 2.476
C 0.058 3.937 -0.787
H 2.244 3.132 -1.842
N 0.153 -1.824 -0.588
H -0.682 -2.102 -1.110
H 0.625 -5.803 0.511
C 1.582 0.372 4.186
H 2.982 4.739 -1.823
C -2.857 -0.087 4.643
H 4.975 0.168 4.106
H 1.720 -4.590 1.155
C -1.546 -0.002 4.185
H 2.799 0.237 -1.343
C -3.102 -0.062 -0.283
C -2.260 3.796 -0.024
H 3.083 0.314 5.694
C -3.922 -0.078 3.780
H -2.333 5.863 -1.535
N 1.219 4.588 -0.740
H -2.837 -0.100 -1.334
C -4.443 -0.089 0.108
H 0.975 -2.098 -1.142